Entry 1:
Entry from the Open Molecules 2025 dataset: 8 unconnected molecules or ions with the total composition C36H76B2F8N10O4 at a distorted geometry (ωB97M-V/def2-TZVPD).

## Properties
E_LUMO (alpha / beta): -12.636 / -16.760 eV
gap between HOMO and LUMO (alpha / beta): 5.951 / 1.827 eV
strongest force on any atom: 0.1049 hartree/bohr

Geometry as ORCA input:
```
! RIJCOSX wB97M-V def2-TZVPD def2/J DEFGRID3
* xyz 5 2
C -3.393 -2.782 -3.312
C -3.681 -2.633 -1.744
N -2.667 -3.179 -0.919
C -2.729 -4.341 -0.209
C -1.431 -4.663 0.409
N -0.614 -3.698 -0.124
C -1.368 -2.848 -0.885
C 0.814 -3.668 0.020
H -3.235 -3.799 -3.671
H -2.454 -2.280 -3.545
H -4.145 -2.404 -4.004
H -4.649 -2.979 -1.381
H -3.678 -1.548 -1.641
H -3.728 -4.749 -0.250
H -1.044 -5.462 1.023
H -1.016 -1.948 -1.367
H 1.061 -3.928 1.049
H 1.098 -2.654 -0.262
H 1.266 -4.487 -0.540
C -5.373 -3.198 5.241
C -4.717 -2.977 3.808
N -3.384 -3.449 3.792
C -3.118 -4.795 3.873
C -1.763 -5.014 3.807
N -1.145 -3.771 3.795
C -2.163 -2.775 3.728
C 0.350 -3.592 3.679
H -6.446 -3.050 5.123
H -4.989 -2.388 5.861
H -5.211 -4.210 5.612
H -4.805 -1.941 3.483
H -5.254 -3.658 3.148
H -3.983 -5.439 3.817
H -1.239 -5.957 3.752
H -1.968 -1.727 3.556
H 0.589 -2.758 3.019
H 0.905 -4.495 3.425
H 0.840 -3.181 4.562
C 2.344 6.795 -2.989
C 3.112 5.509 -2.737
N 2.399 4.699 -1.862
C 2.241 3.347 -2.128
C 1.323 2.839 -1.257
N 0.881 3.899 -0.425
C 1.600 4.992 -0.775
C -0.216 3.849 0.549
H 2.241 7.390 -2.082
H 1.317 6.557 -3.264
H 2.816 7.552 -3.616
H 4.075 5.780 -2.304
H 3.264 4.984 -3.679
H 2.791 2.748 -2.838
H 0.962 1.835 -1.089
H 1.441 5.948 -0.298
H -0.699 2.887 0.376
H -0.962 4.581 0.239
H 0.031 3.822 1.610
C 4.082 1.875 0.443
C 5.162 1.080 -0.184
N 4.691 0.320 -1.323
C 3.563 -0.501 -1.523
C 3.655 -1.045 -2.823
N 4.749 -0.569 -3.417
C 5.447 0.220 -2.490
C 5.130 -0.894 -4.851
H 3.131 1.346 0.498
H 3.974 2.849 -0.033
H 4.264 1.993 1.511
H 5.535 0.381 0.565
H 5.912 1.722 -0.647
H 2.855 -0.713 -0.735
H 2.983 -1.739 -3.305
H 6.326 0.830 -2.639
H 4.411 -1.600 -5.265
H 6.026 -1.515 -4.847
H 5.015 0.039 -5.403
C 0.870 1.003 4.857
O 2.146 0.645 5.323
C 2.541 0.953 6.696
C 3.793 0.069 7.026
N 3.785 -1.412 6.934
H 4.579 -1.857 7.371
H 3.077 -1.848 7.508
C 3.571 -1.941 5.523
C 4.518 -1.277 4.448
O 4.525 -2.116 3.265
C 3.343 -1.903 2.425
H 0.327 0.059 4.908
H 0.885 1.310 3.812
H 0.448 1.724 5.557
H 1.808 0.543 7.391
H 2.596 2.042 6.709
H 4.024 0.152 8.088
H 4.582 0.515 6.421
H 2.521 -1.756 5.297
H 3.797 -2.995 5.690
H 5.549 -1.258 4.802
H 4.303 -0.259 4.123
H 3.248 -2.856 1.904
H 3.694 -1.287 1.597
H 2.512 -1.381 2.898
C -5.592 2.049 -7.743
O -4.924 2.232 -6.559
C -5.497 3.215 -5.774
C -5.023 3.074 -4.381
N -3.514 3.179 -4.404
H -3.313 3.596 -5.302
H -3.441 3.991 -3.808
C -2.728 1.916 -3.846
C -2.929 1.659 -2.374
O -4.221 1.238 -2.012
C -4.467 1.090 -0.606
H -6.542 1.517 -7.799
H -4.903 1.452 -8.339
H -5.538 3.004 -8.266
H -6.579 3.080 -5.780
H -5.454 4.271 -6.041
H -5.285 2.091 -3.990
H -5.512 3.825 -3.761
H -1.682 2.075 -4.108
H -3.090 1.103 -4.475
H -2.824 2.619 -1.869
H -2.273 0.865 -2.017
H -5.488 0.733 -0.470
H -4.448 2.063 -0.115
H -3.880 0.292 -0.152
B 0.723 -0.694 -4.178
F -0.610 -0.341 -4.337
F 1.701 -0.335 -5.145
F 0.984 0.034 -3.111
F 0.844 -2.003 -3.849
B -0.208 0.118 0.670
F 0.532 1.142 1.110
F 0.382 -0.374 -0.430
F -0.195 -0.869 1.646
F -1.451 0.553 0.357
*
```

=====

Entry 2:
Entry from the Open Molecules 2025 dataset: 12 unconnected molecules or ions with the total composition C36H76B2O26 at a distorted geometry (ωB97M-V/def2-TZVPD).

## Properties
E_LUMO: 3.377 eV
gap between HOMO and LUMO: 8.477 eV
strongest force on any atom: 0.0363 hartree/bohr

Geometry as ORCA input:
```
! RIJCOSX wB97M-V def2-TZVPD def2/J DEFGRID3
* xyz -2 1
O -3.842 -2.264 5.197
C -2.848 -1.975 5.786
O -2.345 -2.561 6.866
B -1.221 -1.763 7.371
O -0.841 -0.885 6.263
C -1.810 -0.892 5.346
O -1.790 -0.291 4.314
O -0.137 -2.621 7.872
C 0.159 -2.313 9.120
O 1.023 -2.807 9.786
C -0.821 -1.195 9.570
O -1.625 -0.957 8.559
O -0.877 -0.701 10.662
O 1.529 -3.564 1.208
C 0.836 -2.594 1.198
O 1.051 -1.500 0.485
B -0.049 -0.564 0.700
O -0.970 -1.205 1.663
C -0.420 -2.360 2.065
O -0.803 -3.099 2.909
O -0.803 -0.335 -0.558
C -0.904 0.953 -0.806
O -1.434 1.448 -1.759
C -0.098 1.692 0.292
O 0.407 0.775 1.102
O 0.041 2.874 0.377
C 3.113 -2.462 -1.959
C 3.477 -1.014 -1.716
O 4.111 -0.562 -2.927
C 4.749 0.683 -2.807
C 5.834 0.764 -3.867
H 2.385 -2.561 -2.762
H 4.028 -2.992 -2.234
H 2.691 -2.924 -1.067
H 2.573 -0.400 -1.599
H 4.119 -0.850 -0.846
H 4.091 1.545 -2.984
H 5.224 0.743 -1.821
H 5.422 0.789 -4.881
H 6.548 -0.062 -3.832
H 6.443 1.675 -3.819
C -3.261 2.268 -4.035
C -3.641 3.331 -5.065
O -3.766 2.848 -6.386
C -2.570 2.368 -6.949
C -2.820 2.075 -8.409
H -2.344 1.754 -4.306
H -3.111 2.754 -3.075
H -4.096 1.568 -3.997
H -4.595 3.783 -4.789
H -2.917 4.162 -5.031
H -1.762 3.106 -6.811
H -2.180 1.465 -6.461
H -3.593 1.313 -8.524
H -1.911 1.683 -8.874
H -3.139 2.952 -8.973
C -1.575 -2.740 -2.857
C -2.385 -1.900 -3.807
O -2.292 -2.447 -5.105
C -2.950 -1.679 -6.084
C -2.142 -1.586 -7.366
H -1.723 -3.813 -2.980
H -0.514 -2.533 -3.035
H -1.718 -2.492 -1.805
H -3.448 -1.868 -3.519
H -2.048 -0.856 -3.767
H -3.934 -2.095 -6.341
H -3.106 -0.659 -5.708
H -1.968 -2.566 -7.821
H -1.140 -1.177 -7.219
H -2.716 -0.979 -8.069
C -0.097 3.942 5.518
C 0.512 3.186 4.384
C 1.029 1.803 4.798
O -0.470 3.032 3.346
H 0.509 3.992 6.421
H -1.045 3.485 5.840
H -0.457 4.947 5.271
H 1.328 3.772 3.935
H 2.080 1.757 5.091
H 0.832 1.025 4.059
H 0.460 1.473 5.673
H -0.117 2.436 2.677
C 4.995 2.101 0.973
C 4.187 1.682 2.189
C 3.477 0.365 1.922
O 5.089 1.512 3.292
H 5.537 3.040 1.113
H 4.360 2.205 0.091
H 5.789 1.368 0.791
H 3.432 2.417 2.463
H 2.908 0.023 2.785
H 4.166 -0.462 1.703
H 2.865 0.466 1.027
H 5.812 0.945 3.011
C -4.992 -1.011 0.193
C -4.477 -2.238 0.926
O -4.284 -2.033 2.309
H -4.318 -0.156 0.271
H -5.980 -0.696 0.542
H -5.105 -1.214 -0.880
H -3.501 -2.478 0.477
H -5.123 -3.095 0.724
H -3.420 -1.610 2.400
C -1.867 -6.338 -0.093
C -0.666 -5.429 0.037
O 0.206 -6.085 0.932
H -2.360 -6.492 0.866
H -1.559 -7.325 -0.448
H -2.581 -5.940 -0.818
H -0.991 -4.442 0.377
H -0.212 -5.302 -0.955
H 1.037 -5.595 0.961
C 0.523 5.447 -3.621
C 0.762 3.992 -3.301
O 1.943 3.901 -2.471
H -0.437 5.540 -4.133
H 1.323 5.855 -4.241
H 0.477 6.028 -2.700
H 0.824 3.368 -4.196
H -0.016 3.616 -2.625
H 2.121 2.967 -2.330
C -2.228 6.563 0.906
C -0.816 6.147 1.267
O -0.699 5.854 2.656
H -2.450 7.578 1.251
H -2.955 5.900 1.372
H -2.372 6.604 -0.178
H -0.125 6.966 1.037
H -0.511 5.287 0.666
H -0.608 4.890 2.716
C 3.748 -5.539 2.742
C 3.337 -6.170 4.056
O 2.522 -5.305 4.857
H 2.965 -5.414 2.005
H 4.484 -6.210 2.271
H 4.288 -4.605 2.905
H 4.243 -6.396 4.642
H 2.809 -7.118 3.967
H 3.010 -4.486 4.987
*
```

=====

Entry 3:
Entry from the Open Molecules 2025 dataset: 4 unconnected molecules or ions with the total composition C36H76N4O4 at a distorted geometry (ωB97M-V/def2-TZVPD).

## Properties
E_LUMO: 0.594 eV
gap between HOMO and LUMO: 8.368 eV
SMILES string: CC1(C)CCCC(C)(C)N1O.CC1(C)CCCC(C)(C)N1O.CC1(C)CCCC(C)(C)N1O.CC1(C)CCCC(C)(C)N1O
strongest force on any atom: 0.0486 hartree/bohr

Geometry as ORCA input:
```
! RIJCOSX wB97M-V def2-TZVPD def2/J DEFGRID3
* xyz 0 1
C -2.798 -2.418 -0.594
C -1.766 -1.299 -0.471
C -1.392 -0.644 -1.850
C -2.423 -0.103 0.275
C -1.462 0.938 0.850
C -0.378 0.276 1.671
C 0.346 -0.864 0.915
C 1.236 -0.265 -0.185
C 1.203 -1.585 1.941
N -0.683 -1.776 0.399
O -0.173 -3.032 0.026
H -3.673 -1.986 -1.087
H -2.502 -3.235 -1.253
H -3.068 -2.768 0.401
H -0.418 -0.969 -2.216
H -2.064 -1.100 -2.584
H -1.489 0.435 -1.882
H -3.101 0.450 -0.378
H -3.055 -0.461 1.098
H -1.039 1.527 0.029
H -2.017 1.655 1.458
H -0.875 -0.112 2.565
H 0.366 0.998 2.016
H 0.784 0.582 -0.703
H 1.290 -0.996 -1.004
H 2.305 -0.123 -0.018
H 0.744 -1.819 2.899
H 2.099 -0.994 2.167
H 1.708 -2.467 1.534
H -0.735 -3.689 0.451
C 5.601 0.714 -1.256
C 5.229 1.950 -2.130
C 5.907 1.992 -3.488
C 3.740 1.766 -2.339
C 3.037 3.076 -2.650
C 3.232 3.949 -1.424
C 4.676 4.278 -1.003
C 5.124 5.487 -1.825
C 4.631 4.660 0.485
N 5.535 3.109 -1.258
O 6.896 3.227 -0.961
H 4.979 0.554 -0.380
H 5.477 -0.128 -1.953
H 6.641 0.678 -0.927
H 5.629 1.262 -4.255
H 5.822 2.937 -4.029
H 6.971 1.728 -3.411
H 3.520 1.004 -3.098
H 3.175 1.266 -1.545
H 3.428 3.675 -3.480
H 1.970 2.979 -2.861
H 2.590 3.593 -0.610
H 2.761 4.909 -1.670
H 5.143 5.160 -2.870
H 6.114 5.835 -1.516
H 4.485 6.370 -1.789
H 5.450 5.312 0.791
H 4.776 3.739 1.060
H 3.678 5.074 0.808
H 7.301 3.651 -1.741
C 1.500 -3.802 -5.919
C 1.641 -4.086 -4.419
C 0.358 -3.644 -3.681
C 1.696 -5.608 -4.344
C 2.183 -6.133 -2.999
C 3.552 -5.565 -2.702
C 3.650 -4.034 -2.750
C 2.999 -3.344 -1.526
C 5.096 -3.600 -2.848
N 2.899 -3.513 -3.917
O 2.891 -2.107 -4.075
H 0.703 -4.462 -6.266
H 1.187 -2.785 -6.168
H 2.414 -4.006 -6.474
H 0.477 -2.573 -3.493
H -0.577 -3.781 -4.223
H 0.254 -4.150 -2.721
H 0.773 -6.133 -4.590
H 2.460 -5.894 -5.078
H 1.487 -5.854 -2.200
H 2.224 -7.224 -2.979
H 4.300 -5.988 -3.372
H 3.772 -5.832 -1.664
H 3.276 -3.818 -0.577
H 1.925 -3.551 -1.520
H 3.093 -2.267 -1.392
H 5.632 -3.944 -1.954
H 5.248 -2.517 -2.820
H 5.741 -3.948 -3.658
H 2.900 -1.775 -3.161
C -6.791 -0.678 4.178
C -6.721 0.848 4.141
C -5.808 1.245 2.919
C -8.083 1.550 3.941
C -8.005 3.066 4.142
C -7.636 3.291 5.599
C -6.245 2.688 5.922
C -5.143 3.608 5.438
C -6.110 2.622 7.451
N -6.175 1.326 5.383
O -4.936 0.711 5.753
H -7.499 -0.898 4.990
H -7.399 -1.060 3.356
H -5.805 -1.086 4.350
H -5.547 2.310 3.012
H -4.858 0.717 2.964
H -6.275 1.364 1.938
H -8.451 1.343 2.935
H -8.775 1.099 4.659
H -7.255 3.432 3.433
H -8.888 3.570 3.746
H -8.316 2.781 6.283
H -7.590 4.357 5.829
H -4.150 3.159 5.528
H -5.136 4.584 5.926
H -5.160 3.842 4.366
H -6.473 3.556 7.887
H -5.105 2.526 7.864
H -6.693 1.775 7.821
H -5.217 0.332 6.594
*
```

=====

> Number 2 is which compound?

C36H76B2O26

=====

> Look up the strongest force on any atom of the third one.

0.0486 hartree/bohr